Formula: C40H80Br4O27
Source: the Open Molecules 2025 dataset
Level of theory: ωB97M-V/def2-TZVPD

XYZ file:
```
151
Properties=species:S:1:pos:R:3:forces:R:3:lowdin_charge:R:1
C -7.083 -3.678 3.382 -0.60 -0.49 -1.00 -0.0717
C -6.476 -3.400 4.733 1.59 -0.88 -1.45 -0.2141
O -6.101 -2.043 4.884 -1.14 0.24 0.90 0.0607
C -5.061 -1.635 4.208 0.60 0.87 -0.61 -0.6328
O -4.286 -2.280 3.558 0.32 -0.90 -0.04 0.1073
O -5.004 -0.317 4.311 -0.34 0.49 0.61 0.0069
C -3.866 0.366 3.777 -0.34 -0.52 -0.07 -0.0365
H -7.424 -4.725 3.409 -0.23 0.32 0.00 0.0821
H -6.354 -3.682 2.542 -0.32 0.46 0.69 0.0800
H -7.950 -3.020 3.135 0.64 -0.48 0.24 0.0949
H -5.538 -3.974 4.763 -0.33 -0.13 0.35 0.1287
H -7.126 -3.714 5.520 -0.33 0.36 0.66 0.1177
H -3.641 0.000 2.785 0.31 -0.11 -0.06 0.0425
H -3.008 0.255 4.455 -0.26 0.26 -0.27 0.1043
H -4.259 1.361 3.665 0.50 0.58 0.20 0.0776
C -2.285 -0.634 -5.227 0.33 0.41 -1.00 -0.0569
C -1.906 0.298 -4.090 0.07 0.09 0.02 -0.1736
O -2.348 1.709 -4.260 0.23 -1.56 0.51 0.0313
C -3.633 1.942 -4.124 -2.82 -1.75 -1.19 -0.5797
O -4.557 1.110 -3.950 2.56 2.14 0.26 0.0745
O -3.815 3.220 -4.447 1.40 0.17 0.81 -0.0193
C -5.101 3.792 -4.356 0.15 -0.84 1.48 -0.0187
H -3.360 -0.772 -5.229 -0.14 -0.23 0.09 0.0667
H -1.774 -1.627 -5.173 -0.35 0.93 0.25 0.0916
H -2.039 -0.164 -6.204 0.04 -0.32 0.52 0.0896
H -0.847 0.457 -3.979 0.38 -0.27 -0.14 0.0621
H -2.260 -0.150 -3.167 -0.29 0.44 0.27 0.0920
H -5.029 4.579 -5.071 -0.84 0.46 -0.58 0.0824
H -5.303 4.174 -3.334 0.33 0.00 -0.51 0.1074
H -5.745 2.943 -4.497 -1.09 0.27 -0.68 0.0857
C -7.475 3.609 1.886 0.29 -1.69 -0.45 -0.0533
C -6.092 2.912 1.694 -1.33 -0.63 0.06 -0.1812
O -5.431 3.517 0.541 -0.91 -0.16 1.52 0.0627
C -4.335 2.927 0.153 1.74 -2.05 -1.20 -0.5516
O -3.911 1.790 0.424 -1.20 2.50 0.16 0.0700
O -3.723 3.736 -0.740 -1.26 0.50 1.41 0.0160
C -2.486 3.229 -1.125 1.74 0.40 0.00 -0.0882
H -8.019 3.157 2.756 0.54 0.22 -0.80 0.0895
H -8.082 3.458 0.957 0.43 0.33 0.88 0.0909
H -7.326 4.646 2.109 -0.02 0.63 -0.11 0.0598
H -6.176 1.810 1.571 -0.17 0.72 -0.44 0.1212
H -5.502 2.986 2.600 0.48 0.61 -0.02 0.1060
H -2.721 2.297 -1.571 0.58 -1.11 -0.79 0.0764
H -1.835 3.064 -0.244 -0.37 -0.03 -0.30 0.0409
H -1.972 3.940 -1.792 -0.64 -0.37 0.19 0.0802
C 2.105 -7.243 0.989 0.78 0.44 0.88 -0.0529
C 1.809 -5.805 0.682 0.21 1.10 -0.69 -0.2078
O 0.519 -5.376 1.226 1.38 -1.18 -0.10 0.0445
C 0.256 -4.083 1.323 -0.46 0.21 -0.42 -0.6245
O 0.751 -3.179 0.674 0.09 -0.61 0.18 0.0684
O -0.715 -3.967 2.207 -0.47 1.20 0.07 0.0236
C -1.139 -2.557 2.422 -0.53 -1.59 -0.16 -0.0072
H 2.321 -7.273 2.058 -0.08 -0.51 0.04 0.0826
H 3.020 -7.583 0.460 -0.64 0.33 0.19 0.0971
H 1.278 -7.889 0.759 -0.37 -0.31 -0.15 0.0738
H 1.844 -5.647 -0.377 -0.64 0.07 -0.89 0.0920
H 2.613 -5.123 0.986 -0.26 -0.18 0.69 0.1142
H -0.950 -2.035 1.481 -0.25 0.07 0.56 0.0320
H -0.511 -2.239 3.237 0.11 0.65 0.13 0.0809
H -2.209 -2.594 2.726 0.88 0.07 -0.38 0.0884
C 3.582 -3.580 -1.899 0.36 0.02 -0.06 -0.0489
C 4.942 -2.991 -2.194 -0.23 -1.37 -0.49 -0.2249
O 5.038 -1.744 -1.585 -0.49 0.82 0.37 -0.0089
C 6.159 -1.060 -1.791 0.06 -1.02 -0.73 -0.6096
O 7.065 -1.468 -2.471 0.25 0.38 0.28 0.1307
O 6.126 0.103 -1.181 1.19 -0.10 -0.18 0.0297
C 4.891 0.549 -0.685 -0.68 0.52 0.76 -0.0545
H 3.478 -3.850 -0.862 -0.16 -0.12 0.37 0.0511
H 3.443 -4.441 -2.540 0.01 -0.43 0.00 0.0829
H 2.808 -2.882 -2.170 -0.31 0.36 0.06 0.0260
H 4.996 -2.917 -3.273 0.46 0.34 -0.32 0.1282
H 5.764 -3.627 -1.849 -0.13 0.02 -0.07 0.1273
H 4.369 -0.202 -0.057 0.52 0.59 -0.21 0.0932
H 4.258 0.813 -1.529 -0.22 0.12 0.04 0.0709
H 5.188 1.440 -0.125 -0.58 -0.17 0.09 0.0800
C -4.827 -1.204 0.402 1.06 -0.63 0.17 -0.0300
C -3.703 -1.353 -0.659 -2.09 1.64 -0.60 -0.2250
O -3.049 -2.564 -0.486 1.66 -1.70 0.11 0.0361
C -2.148 -2.996 -1.388 0.83 -0.09 -1.60 -0.5103
O -1.743 -2.456 -2.426 -1.21 -0.49 2.35 0.0911
O -1.729 -4.222 -1.004 -1.76 1.55 1.45 -0.0157
C -0.750 -4.850 -1.765 1.17 0.20 0.03 -0.0524
H -5.439 -0.307 0.242 0.15 -0.44 -0.32 0.0709
H -4.421 -1.122 1.438 -0.17 -0.28 -0.97 0.0514
H -5.375 -2.146 0.322 -0.49 0.30 0.28 0.0797
H -3.068 -0.490 -0.588 0.77 0.29 -0.04 0.0928
H -4.151 -1.363 -1.667 0.07 0.24 0.25 0.1366
H 0.092 -4.150 -1.881 -0.15 -0.31 -0.38 0.0989
H -1.205 -5.124 -2.707 0.41 -0.38 -0.33 0.1027
H -0.399 -5.682 -1.135 -0.34 0.06 -0.62 0.0967
C 8.740 -3.315 0.026 0.50 -0.37 -0.97 -0.0636
C 7.713 -4.057 0.827 1.37 -1.05 0.05 -0.2379
O 6.544 -3.315 0.708 -1.27 0.95 -0.81 0.0355
C 5.536 -3.408 1.554 -0.15 -1.11 1.42 -0.5979
O 5.483 -4.131 2.528 0.46 0.08 -0.42 0.1109
O 4.567 -2.598 1.182 0.13 0.23 -0.52 -0.0103
C 3.443 -2.469 2.054 -0.50 -0.43 0.67 -0.0177
H 8.577 -3.341 -1.072 -0.41 0.29 0.70 0.0876
H 9.711 -3.774 0.132 0.38 -0.21 0.36 0.0736
H 8.804 -2.308 0.389 0.07 0.64 -0.09 0.0793
H 8.039 -4.162 1.860 -0.23 0.18 0.22 0.1272
H 7.638 -5.078 0.432 -0.58 0.11 0.06 0.1328
H 3.427 -3.254 2.857 0.16 0.68 -0.87 0.1142
H 2.541 -2.550 1.430 0.47 0.14 0.32 0.0630
H 3.529 -1.484 2.508 -0.19 0.07 0.09 0.0839
C 1.170 3.178 4.960 0.44 -1.17 -1.91 -0.0186
C 1.928 2.370 3.790 -1.05 1.41 1.42 -0.2243
O 3.279 2.754 3.902 0.67 0.95 0.72 0.0285
C 4.159 2.101 3.207 0.64 -2.91 -1.08 -0.5696
O 3.882 1.133 2.471 1.06 2.25 1.10 0.0645
O 5.386 2.543 3.554 -0.88 0.31 -0.36 -0.0194
C 6.526 2.059 2.822 -1.17 -0.50 -0.62 -0.0195
H 1.552 2.968 5.946 0.43 -0.05 0.19 0.0640
H 0.164 2.781 4.928 -0.51 0.26 0.07 0.0539
H 1.170 4.271 4.759 0.07 -0.82 0.07 0.0805
H 1.584 2.766 2.859 -0.52 0.14 -0.76 0.0519
H 1.830 1.284 3.711 -0.09 0.20 0.64 0.0904
H 7.380 2.459 3.376 -0.08 -0.64 -0.15 0.0967
H 6.506 2.503 1.806 0.11 -0.30 0.47 0.0925
H 6.375 0.951 2.745 0.90 0.91 0.07 0.1091
C 1.831 3.395 -3.210 1.84 0.26 1.68 -0.0895
C 0.584 2.865 -3.745 -1.77 0.19 -0.42 -0.2521
O 0.055 3.695 -4.809 -1.27 0.41 0.31 0.0284
C -0.905 4.593 -4.461 2.01 0.08 -2.34 -0.5547
O -1.091 5.036 -3.365 -0.57 -0.21 0.22 0.1077
O -1.398 5.082 -5.650 -0.36 0.62 2.10 -0.0031
C -2.118 6.334 -5.419 -0.01 -0.42 -0.42 -0.0271
H 2.358 3.825 -4.030 0.87 0.11 -0.69 0.0805
H 2.408 2.551 -2.776 -0.09 0.47 -0.35 0.0585
H 1.850 4.180 -2.423 -0.81 -0.48 -0.46 0.0343
H -0.205 2.765 -3.012 -0.13 -0.27 0.30 0.1045
H 0.745 1.916 -4.238 0.08 -0.23 0.01 0.0980
H -2.163 6.840 -6.388 0.45 0.08 0.35 0.0976
H -1.711 6.893 -4.575 0.48 0.12 -0.54 0.0933
H -3.139 6.174 -5.124 -0.59 -0.62 0.08 0.0666
Br 1.451 -0.297 -2.092 -0.24 0.05 0.29 0.7651
C 1.250 0.201 -0.201 0.20 1.05 -0.27 -0.5901
C -0.222 0.297 0.133 0.55 -1.61 1.45 -0.5631
Br -0.595 0.748 2.056 0.41 -0.14 -0.45 0.7228
H 1.749 1.164 -0.101 -0.16 0.17 -0.10 0.0526
H 1.873 -0.481 0.339 -0.28 -0.74 0.45 0.0326
H -0.718 -0.678 0.001 0.05 0.67 -0.24 0.0368
H -0.703 1.130 -0.284 -0.62 0.69 -1.21 -0.0028
Br 0.453 4.545 0.429 0.85 0.54 0.72 0.6415
C 1.872 5.570 1.435 0.12 0.13 -0.86 -0.6023
C 2.861 6.193 0.420 -0.07 0.21 0.60 -0.6455
Br 3.949 4.727 -0.313 -0.11 0.57 0.07 0.6233
H 2.379 4.888 2.108 -0.07 -0.22 -0.08 0.0236
H 1.331 6.300 2.029 -0.05 0.18 -0.20 0.0544
H 3.548 6.992 0.810 -0.55 -1.15 0.16 0.0773
H 2.317 6.691 -0.376 -0.03 -0.36 -0.30 0.0459
```
Positions in Å, forces in eV/Å.

Properties
E_HOMO ... -10.242 eV
E ... -378230.008 eV
SMILES string ... CCOC(=O)OC.CCOC(=O)OC.CCOC(=O)OC.CCOC(=O)OC.CCOC(=O)OC.CCOC(=O)OC.CCOC(=O)OC.CCOC(=O)OC.CCOC(=O)OC.BrCCBr.BrCCBr